# 1
{
  "formula": "C2H8NO",
  "method": "ωB97M-V/def2-TZVPD",
  "energy_ha": -210.10563,
  "spin_multiplicity": 2,
  "gap_ev": [11.1346, 6.7432],
  "molar_mass_da": 62.09,
  "total_charge": 2,
  "e_lumo_ev": [-12.101, -16.329],
  "elements": ["O", "H", "H", "H", "C", "C", "N", "H", "H", "H", "H", "H"],
  "coordinates": [[0.504843, 1.021644, 1.664412], [0.302884, 0.320876, 0.570777], [0.667235, 0.614002, 2.532700], [0.931374, 1.895270, 1.670872], [0.089498, -1.590177, -0.539639], [-0.798673, 0.566994, -1.230167], [-0.024643, -0.167567, -0.460208], [1.169779, -1.902656, -0.555499], [-0.324062, -1.942690, -1.497779], [-0.371947, -1.940849, 0.400366], [-0.605397, 1.640000, -1.255969], [-1.556865, 0.106724, -1.892644]],
  "forces_ev_per_a": [[-0.2, -0.3, -0.3], [0.4, 1.0, 1.2], [0.0, -0.1, 0.0], [0.1, 0.0, -0.1], [0.3, 0.5, -1.2], [1.0, -0.1, -0.3], [-1.6, -0.8, -0.7], [-0.2, -0.2, 0.4], [0.1, -0.1, 0.4], [0.3, -0.4, 0.3], [-0.1, 0.2, -0.1], [0.0, 0.1, 0.5]],
  "mulliken_spin": [0.05, 0.00, 0.00, 0.00, 0.13, 0.16, 0.43, 0.08, 0.02, 0.07, 0.02, 0.04]
}



# 2
{
  "formula": "C2H8NO2",
  "method": "ωB97M-V/def2-TZVPD",
  "energy_ha": -286.23921,
  "spin_multiplicity": 1,
  "gap_ev": 7.7510,
  "molar_mass_da": 78.09,
  "total_charge": -1,
  "e_lumo_ev": 4.408,
  "elements": ["C", "O", "C", "N", "H", "H", "H", "H", "H", "H", "H", "H", "O"],
  "coordinates": [[-0.551603, 0.343449, 1.104071], [-0.130454, -0.950553, 1.418086], [0.459892, 1.082870, 0.183348], [0.362397, 0.796917, -1.252999], [-1.519425, 0.306030, 0.575271], [-0.683291, 0.907011, 2.031423], [0.261209, 2.140446, 0.378415], [1.456137, 0.775444, 0.468332], [0.549544, -0.195803, -1.412755], [-0.580250, 0.968120, -1.577486], [0.587845, -2.695884, -1.337877], [-0.182434, -1.496549, 0.591545], [-0.029571, -1.981501, -1.169374]],
  "forces_ev_per_a": [[0.5, -0.2, -0.9], [-0.2, -0.3, 0.5], [-1.2, -0.4, -0.3], [0.3, 0.8, 0.3], [0.0, 0.2, 0.1], [0.0, 0.0, 0.2], [0.5, 0.3, -0.2], [0.3, 0.3, 0.4], [-0.4, -0.5, 0.1], [-0.1, -0.1, 0.0], [0.1, -0.2, 0.0], [0.3, 0.0, -0.6], [-0.1, 0.2, 0.4]],
  "mulliken_charge": [-0.36, -0.57, -0.58, -0.71, 0.23, 0.31, 0.31, 0.31, 0.41, 0.22, 0.15, 0.41, -1.13]
}



# 3
{
  "formula": "C2H8NO2",
  "method": "ωB97M-V/def2-TZVPD",
  "energy_ha": -286.00493,
  "spin_multiplicity": 1,
  "gap_ev": 12.0634,
  "molar_mass_da": 78.09,
  "total_charge": 1,
  "e_lumo_ev": -3.239,
  "elements": ["C", "N", "H", "H", "H", "H", "H", "H", "O", "C", "O", "H", "H"],
  "coordinates": [[-1.128275, 1.043471, -1.430052], [-1.350762, 0.851610, 0.029970], [-1.800118, 1.805796, -1.823212], [-0.111028, 1.356974, -1.596698], [-1.312911, 0.124127, -1.959566], [-0.473985, 0.572288, 0.505572], [-2.048575, 0.142720, 0.244144], [-1.656142, 1.725274, 0.457484], [0.691376, -0.626549, 1.051895], [1.714582, -1.228350, 1.252225], [2.110328, -2.189200, 0.446530], [2.385647, -1.059116, 2.108021], [2.979864, -2.519045, 0.713688]],
  "forces_ev_per_a": [[-0.3, 0.2, -0.5], [0.2, 0.5, 0.3], [0.0, -0.1, 0.2], [0.3, 0.1, 0.1], [0.0, -0.3, 0.0], [-0.1, -0.4, 0.0], [-0.1, -0.1, -0.1], [-0.1, 0.0, 0.0], [-0.1, 0.2, 0.0], [0.2, -0.1, 0.2], [0.1, -0.1, -0.2], [-0.2, 0.2, 0.0], [0.0, -0.1, 0.0]],
  "mulliken_charge": [-0.75, -0.25, 0.36, 0.30, 0.30, 0.36, 0.36, 0.39, -0.59, 0.25, -0.39, 0.28, 0.38]
}



# 4
{
  "formula": "C2H8NO2P",
  "method": "ωB97M-V/def2-TZVPD",
  "energy_ha": -627.57027,
  "spin_multiplicity": 1,
  "gap_ev": 10.1041,
  "molar_mass_da": 109.06,
  "e_lumo_ev": 0.822,
  "elements": ["C", "C", "N", "O", "O", "P", "H", "H", "H", "H", "H", "H", "H", "H"],
  "coordinates": [[-0.675412, 1.291580, 1.001525], [-0.895473, -0.945735, -0.646741], [2.697273, 0.043977, 0.358617], [1.399787, -0.569275, 0.438228], [0.740879, 1.162870, -1.532193], [0.252065, 0.417102, -0.331576], [-1.145248, 2.246261, 0.737038], [-1.405545, 0.611165, 1.467181], [-0.055741, 1.705206, 1.708143], [-1.910424, -0.495256, -1.036280], [-0.462163, -1.694926, -1.359024], [-1.152402, -1.574802, 0.171122], [2.708139, 0.539640, -0.491478], [3.269116, -0.770150, 0.448774]],
  "forces_ev_per_a": [[-0.9, 0.0, -1.5], [-1.4, 0.3, -2.3], [-0.5, 0.0, 2.4], [-1.6, 1.7, -1.1], [-0.2, -0.5, 1.6], [-0.4, -1.7, 0.5], [-0.4, -0.5, -0.9], [0.4, 0.3, -0.2], [2.0, 0.2, 2.1], [2.0, -0.9, 0.4], [-0.4, 1.1, 0.1], [0.0, 0.0, 1.3], [0.6, 0.2, -1.6], [0.8, -0.1, -0.6]],
  "mulliken_charge": [-1.04, -1.11, -0.48, -0.25, -0.72, 1.03, 0.35, 0.29, 0.40, 0.31, 0.31, 0.40, 0.26, 0.26]
}



# 5
{
  "formula": "C2H8NO2P",
  "method": "ωB97M-V/def2-TZVPD",
  "energy_ha": -627.43241,
  "spin_multiplicity": 1,
  "gap_ev": 9.1994,
  "molar_mass_da": 109.06,
  "e_lumo_ev": 0.559,
  "elements": ["C", "C", "N", "O", "O", "P", "H", "H", "H", "H", "H", "H", "H", "H"],
  "coordinates": [[-0.228290, -1.908779, -1.349184], [0.415437, -1.332585, 1.251743], [0.676029, 0.880146, -0.837159], [1.246044, 1.663561, 0.323466], [-1.098899, 2.723180, -0.000831], [0.319655, -0.626759, -0.448826], [-0.429245, -2.724313, -0.664991], [-1.758478, 3.255352, -0.262895], [-0.291852, -2.012806, -2.398701], [1.418469, -1.079782, 1.526989], [-0.369673, -0.695351, 1.820693], [0.291934, -2.424288, 1.153611], [0.491210, 2.063232, 0.632154], [-0.682346, 2.219198, -0.746074]],
  "forces_ev_per_a": [[0.7, 1.2, 0.9], [-1.3, 2.1, -0.5], [0.4, 0.3, 1.0], [2.7, -3.3, -2.3], [3.7, -3.3, 1.2], [-0.4, -1.6, 0.1], [-0.1, -0.1, -0.5], [-3.5, 2.8, -1.7], [-0.2, 0.0, -0.7], [0.5, 0.1, 0.9], [1.4, -1.6, -0.4], [-0.3, 0.8, 0.4], [-2.9, 1.9, 1.4], [-0.8, 0.6, 0.3]],
  "mulliken_charge": [-0.74, -0.87, -0.72, -0.36, -0.69, 0.86, 0.15, 0.29, 0.31, 0.29, 0.27, 0.40, 0.41, 0.41]
}



# 6
{
  "formula": "C2H8NO2P",
  "method": "ωB97M-V/def2-TZVPD",
  "energy_ha": -627.47096,
  "spin_multiplicity": 1,
  "gap_ev": [7.5228, 7.5716],
  "molar_mass_da": 109.06,
  "e_lumo_ev": [-0.035, 0.564],
  "elements": ["C", "C", "N", "O", "O", "P", "H", "H", "H", "H", "H", "H", "H", "H"],
  "coordinates": [[-2.150049, -0.647010, 0.122866], [1.651758, 2.485155, 0.154714], [-0.736580, -0.369174, -0.029975], [1.138374, -2.149336, -0.839802], [0.721806, 1.577652, 0.274887], [0.287048, 0.294076, 1.153866], [-2.306600, -1.724829, -0.243825], [-2.358543, -0.613457, 1.106764], [-2.760276, 0.106607, -0.394996], [1.524447, 3.359640, -0.457351], [2.180958, 2.673910, 1.111386], [1.313031, -3.055475, -0.496304], [-0.290817, -0.418002, -0.934420], [1.785442, -1.519758, -0.527810]],
  "forces_ev_per_a": [[1.2, -1.5, -3.8], [1.5, 0.7, 2.4], [0.9, 0.9, 1.2], [-0.2, -1.5, -0.5], [-0.8, 0.6, -1.5], [-0.9, -0.9, -0.4], [-0.4, 1.6, 0.4], [-0.9, 0.1, 3.4], [-0.1, -0.5, -0.1], [-0.5, -0.2, -0.6], [0.2, -0.1, -0.7], [0.2, 1.4, -0.2], [-0.6, -0.3, -0.1], [0.5, -0.3, 0.5]],
  "mulliken_charge": [-0.77, -0.39, -0.05, -0.63, -0.14, -0.19, 0.26, 0.30, 0.25, 0.27, 0.22, 0.30, 0.26, 0.31]
}



# 7
{
  "formula": "C2H8NO3P",
  "method": "ωB97M-V/def2-TZVPD",
  "energy_ha": -702.86781,
  "spin_multiplicity": 1,
  "gap_ev": 9.8658,
  "molar_mass_da": 125.06,
  "e_lumo_ev": 0.659,
  "elements": ["C", "C", "N", "O", "O", "O", "P", "H", "H", "H", "H", "H", "H", "H", "H"],
  "coordinates": [[1.084562, -1.699825, -1.291080], [-1.544325, 1.886028, 0.056523], [1.280955, 0.984931, 0.617655], [-0.011217, -1.044931, 1.840759], [0.003237, -1.043439, -0.655051], [-1.250563, 0.643865, 0.611167], [0.126750, -0.035777, 0.631962], [1.312854, -2.529110, -0.673489], [1.902030, -1.092981, -1.470520], [0.737948, -2.095274, -2.260772], [-2.230174, 2.539945, 0.485578], [-1.930382, 1.720111, -0.965874], [-0.656766, 2.498477, -0.073782], [2.001137, 0.870495, 1.430202], [-0.826047, -1.602516, 1.716722]],
  "forces_ev_per_a": [[-1.9, -1.1, -0.4], [1.4, 0.3, -3.4], [2.0, -0.9, 2.2], [-1.1, -1.0, 0.3], [-0.7, 1.5, 0.5], [-2.3, 0.0, 0.8], [1.9, -0.6, -1.3], [0.8, -1.0, 0.5], [1.7, 1.4, -0.1], [-0.1, 0.3, 0.4], [-1.5, 0.2, 1.9], [0.1, 0.0, 0.3], [0.4, -0.2, 0.1], [-1.8, 0.3, -2.2], [1.1, 0.6, 0.3]],
  "mulliken_charge": [-0.75, -0.78, -0.74, -0.52, -0.32, -0.26, 0.93, 0.30, 0.38, 0.23, 0.31, 0.27, 0.35, 0.24, 0.35]
}



# 8
{
  "formula": "C2H8NO3P",
  "method": "ωB97M-V/def2-TZVPD",
  "energy_ha": -702.65091,
  "spin_multiplicity": 3,
  "gap_ev": [6.8739, 7.5205],
  "molar_mass_da": 125.06,
  "e_lumo_ev": [0.685, -2.708],
  "elements": ["C", "C", "N", "O", "O", "O", "P", "H", "H", "H", "H", "H", "H", "H", "H"],
  "coordinates": [[-1.867977, -0.955298, 2.723928], [2.559389, -0.188204, -2.273903], [-0.257599, 0.642211, 1.285457], [-0.238525, 1.890947, -2.102120], [-1.174267, -1.650668, 1.665578], [2.445340, 0.473501, -3.244350], [-0.297524, -0.794188, 0.631793], [-1.741176, -1.567582, 3.582491], [-2.985352, -1.186709, 2.481364], [-1.632575, 0.025801, 3.028279], [-1.052044, 1.402323, -2.482117], [2.297063, -0.010021, -1.234841], [3.109225, -1.118838, -2.406566], [0.312022, 1.436823, 0.937544], [0.524001, 1.599903, -2.592538]],
  "forces_ev_per_a": [[-3.3, -3.3, -0.7], [1.6, -2.0, 0.5], [1.3, 3.0, -0.3], [-2.5, -0.8, -0.3], [0.1, 0.5, 0.8], [-1.1, 2.0, -1.0], [0.0, -1.5, -1.1], [0.4, -0.6, 0.9], [1.7, 1.3, 0.4], [0.4, 1.3, -0.7], [2.3, 1.1, 0.9], [-0.7, 0.8, 0.3], [0.2, -0.8, 0.3], [-0.7, -0.6, 0.6], [0.4, -0.3, -0.6]],
  "mulliken_spin": [0.02, 0.00, 0.87, 0.01, 0.09, 0.00, 1.03, 0.00, 0.01, 0.00, 0.00, 0.00, 0.00, -0.02, 0.00]
}



# 9
{
  "formula": "C2H8NOPS2",
  "method": "ωB97M-V/def2-TZVPD",
  "energy_ha": -1348.65349,
  "spin_multiplicity": 1,
  "gap_ev": [8.7595, 5.1093],
  "molar_mass_da": 157.20,
  "e_lumo_ev": [0.232, -1.505],
  "elements": ["C", "C", "N", "O", "P", "S", "S", "H", "H", "H", "H", "H", "H", "H", "H"],
  "coordinates": [[2.070262, -0.881058, 0.729989], [-1.810921, 0.763532, 0.777311], [0.571999, 0.868928, -2.354829], [1.618984, -0.146951, -0.369550], [0.820420, -0.682850, -1.745192], [-3.302708, -1.635519, 1.689299], [-1.600951, -1.099009, 0.819379], [1.819578, -0.254939, 1.516635], [3.025047, -1.188048, 0.554783], [1.477905, -1.672112, 0.905009], [-2.215915, 1.167743, -0.136240], [-0.828395, 1.157810, 0.870000], [-2.336360, 1.032289, 1.702814], [0.315823, 1.008448, -3.318194], [0.375232, 1.561736, -1.641212]],
  "forces_ev_per_a": [[-1.4, 1.8, -1.4], [0.3, -1.0, 0.8], [0.2, -0.5, 0.7], [-0.8, 1.0, -2.2], [0.5, -0.1, 0.7], [0.6, -0.1, -0.3], [-1.2, 1.1, 0.3], [0.8, 1.2, 2.0], [2.9, -0.5, 0.2], [-2.1, -3.4, 0.3], [-0.6, -0.3, -0.2], [1.1, 0.3, 0.0], [-0.2, -0.1, -0.6], [-0.1, 0.2, 0.2], [-0.1, 0.3, -0.6]],
  "mulliken_charge": [-0.81, -0.81, -0.38, -0.29, 0.07, -0.24, 0.04, 0.31, 0.32, 0.38, 0.32, 0.23, 0.38, 0.22, 0.25]
}



# 10
{
  "formula": "C2H8NOS",
  "method": "ωB97M-V/def2-TZVPD",
  "energy_ha": -608.74544,
  "spin_multiplicity": 1,
  "gap_ev": [9.7278, 8.4976],
  "molar_mass_da": 94.16,
  "total_charge": 1,
  "e_lumo_ev": [-5.642, -7.422],
  "elements": ["C", "C", "N", "O", "S", "H", "H", "H", "H", "H", "H", "H", "H"],
  "coordinates": [[-1.569543, -0.062074, -0.550834], [1.150610, 1.084397, -0.725024], [0.856538, -1.971222, 1.034475], [-0.314667, 1.336566, 1.536309], [-0.065475, 0.425614, 0.424471], [-2.305437, -0.344751, 0.220606], [-1.105155, -0.701236, -1.348481], [-1.995080, 0.773044, -1.020582], [1.039539, 0.619059, -1.656720], [2.105000, 0.775314, -0.348439], [0.704224, 2.117948, -0.945420], [0.095779, -2.426480, 1.551613], [1.403666, -1.626179, 1.828025]],
  "forces_ev_per_a": [[1.7, -0.5, 0.8], [-2.1, 1.2, 0.3], [-0.4, 1.0, -0.1], [0.0, -0.3, -0.5], [-0.7, -0.8, -0.1], [0.5, -0.9, -0.6], [-1.0, -0.2, 1.1], [-0.2, 1.7, -0.7], [-0.4, -1.3, -1.3], [0.7, 1.0, 0.4], [1.7, -0.9, 0.9], [-0.3, -0.1, -0.3], [0.4, 0.1, 0.0]],
  "mulliken_charge": [-0.86, -0.80, -0.47, -0.38, 0.71, 0.36, 0.36, 0.40, 0.36, 0.35, 0.37, 0.29, 0.31]
}



# 11
{
  "formula": "C2H8NS",
  "method": "ωB97M-V/def2-TZVPD",
  "energy_ha": -533.94253,
  "spin_multiplicity": 1,
  "gap_ev": 6.4274,
  "molar_mass_da": 78.16,
  "total_charge": -1,
  "e_lumo_ev": 3.802,
  "elements": ["S", "H", "C", "C", "N", "H", "H", "H", "H", "H", "H", "H"],
  "coordinates": [[-2.320631, -0.088637, 1.334333], [-3.201467, -0.903857, 1.942905], [2.779358, 0.056130, -0.671743], [1.476450, -0.075442, -1.460691], [0.417629, 0.347708, -0.558471], [2.784492, -0.640390, 0.225726], [3.644260, -0.325942, -1.309005], [2.955065, 1.154272, -0.525185], [1.603121, 0.596858, -2.330457], [1.388034, -1.145455, -1.706528], [-0.160693, -0.458118, 0.002193], [-0.340966, 0.822739, -0.945080]],
  "forces_ev_per_a": [[0.0, -0.1, 0.0], [0.1, 0.0, -0.1], [1.5, -0.7, -0.7], [0.3, -0.3, 1.2], [-1.0, -2.7, 2.3], [-0.2, 1.5, -0.7], [-0.8, 0.5, 0.6], [0.0, -1.2, 0.7], [-0.6, -0.6, 0.1], [-0.1, 0.3, -0.7], [2.1, 2.2, -1.6], [-1.2, 1.0, -1.2]],
  "mulliken_charge": [-0.87, -0.05, -0.96, -0.33, -0.51, 0.24, 0.29, 0.29, 0.32, 0.24, 0.15, 0.20]
}



# 12
{
  "formula": "C2H8NS",
  "method": "ωB97M-V/def2-TZVPD",
  "energy_ha": -533.59279,
  "spin_multiplicity": 1,
  "gap_ev": 9.1604,
  "molar_mass_da": 78.16,
  "total_charge": 1,
  "e_lumo_ev": -4.790,
  "elements": ["C", "C", "N", "S", "H", "H", "H", "H", "H", "H", "H", "H"],
  "coordinates": [[1.189171, 0.947346, -0.123561], [-0.429094, -0.943629, -0.182849], [0.508207, -0.146308, 0.660783], [-2.491192, -0.028272, 0.229807], [2.062072, 0.532177, -0.547482], [0.498387, 1.208726, -1.053735], [1.440294, 1.701300, 0.534779], [-0.322400, -0.822810, -1.221744], [-0.762591, -1.979832, 0.197216], [-0.162583, 0.078518, 1.409515], [1.350398, -0.728650, 1.077479], [-2.880664, 0.181438, -0.980212]],
  "forces_ev_per_a": [[-3.0, -0.7, -2.7], [-4.2, -0.9, 1.9], [1.1, -2.3, 0.3], [3.3, -1.3, 1.2], [1.0, -0.6, -0.3], [1.3, 0.0, 2.4], [0.2, 1.9, 1.0], [0.5, 0.0, -1.1], [1.3, 1.8, -0.6], [1.0, 1.0, 0.2], [-2.4, 0.9, -0.8], [-0.2, 0.2, -1.7]],
  "mulliken_charge": [-0.81, -0.78, -0.15, -0.09, 0.36, 0.29, 0.39, 0.41, 0.36, 0.42, 0.41, 0.18]
}